1.
DFT (ωB97M-V/def2-TZVPD) results for a gas-phase ion, C10H13N2O (charge +1).

XYZ file:
```
26
Properties=species:S:1:pos:R:3:forces:R:3
C 0.8047 1.9652 -0.7770 -2.1045 0.4689 4.8424
C -0.0031 0.7372 -0.1358 0.5330 1.0199 -1.3405
C -0.4616 1.0636 1.3309 2.0447 -0.5925 -3.0296
N -0.9176 2.2799 1.5824 0.7820 -0.2985 1.3333
N -0.2223 0.0573 2.1725 -1.9574 0.2812 -0.7767
O -0.6593 0.1730 3.4719 -0.4641 0.1251 0.4679
C -1.1963 0.2349 -1.0421 -3.0592 2.4453 -0.2112
C -0.6166 -1.1307 -1.0660 2.2017 1.9934 1.3274
C -0.6650 -2.3632 -1.5901 -1.9083 -0.3908 -1.8291
C 0.4227 -3.1875 -1.3480 -0.7653 -1.6153 -0.8464
C 1.4789 -2.8331 -0.5802 2.4670 0.5606 0.2118
C 1.6062 -1.4940 -0.1673 -0.3559 -0.9105 0.1308
C 0.5544 -0.6650 -0.3755 -1.8031 -0.6095 -0.1390
H 0.1995 2.8985 -0.6373 0.3810 -0.6786 -0.4298
H 1.1346 1.9728 -1.7327 0.4416 -0.9056 -3.2257
H 1.6842 2.1280 -0.1764 0.4903 0.0341 0.3777
H -0.6165 3.0934 1.0188 -0.4538 -1.0903 0.1902
H -0.9683 2.4713 2.5757 -0.3741 0.3383 0.1018
H -0.2478 -0.9008 1.7330 0.4282 1.0423 0.7057
H -1.6470 0.1601 3.5059 0.7578 -0.2071 -0.2516
H -1.2970 0.8354 -2.0040 0.5923 -0.9957 0.9004
H -2.2298 0.4398 -0.5942 1.1574 -0.7266 -0.2852
H -1.5067 -2.6041 -2.2974 1.0577 -0.2372 0.9073
H 0.4361 -4.1372 -1.8602 -0.0399 -0.2936 0.1897
H 2.3968 -3.4784 -0.4365 -1.4741 0.5622 -0.2540
H 2.5154 -1.2104 0.2475 1.4250 0.6806 0.9324
```
Forces are in eV/Å.

Energy relative to the best compared isomer or geometry (same formula, charge and spin) (kJ/mol): 404.4
Lowest unoccupied orbital energy (eV): -3.6
Molar mass (g mol⁻¹): 177.23
2S+1: 1
Charge: +1
Energy (eV): -15599.10536
Kohn-Sham gap (Ha): 0.3337
Structure (SMILES): C[C@@]1(C(=[NH2+])NO)Cc2ccccc21

2.
DFT (ωB97M-V/def2-TZVPD) results for a gas-phase ion, C10H13N2O2 (charge +1).

XYZ file:
```
27
Properties=species:S:1:pos:R:3:forces:R:3
C 0.2450 2.4634 -0.7351 1.3364 1.0630 -0.7348
N -0.3852 1.4003 -0.7881 -1.7435 -2.8747 1.4533
C -1.6281 1.0471 -1.5026 1.0746 -1.9772 2.1938
N -2.0706 -0.0847 -1.1733 -0.1622 0.3771 -0.0522
C -1.2429 -0.8305 -0.1959 1.0730 0.9301 -1.3992
C -2.0251 -1.1497 1.0582 -0.9959 1.5341 -1.6307
C -1.6977 0.1505 1.8777 1.6188 -3.2343 -1.8986
O -0.3146 0.3993 1.5627 1.2937 0.8974 -0.3559
C -0.0944 0.1072 0.2912 0.5176 -0.9767 -2.3373
C 1.2291 -0.5388 -0.1957 -0.8351 1.4827 1.3753
C 2.5912 0.2712 -0.0584 -0.8482 -0.6096 -2.2261
C 2.2257 -0.8524 0.8669 0.3296 0.7038 2.5223
C 0.7249 -1.4788 -1.2774 -0.1425 1.6965 -2.0878
O -0.6575 -1.8626 -0.9385 1.5728 0.1154 0.3969
H -0.1985 3.2484 -1.3188 0.5107 0.9288 -0.0795
H 1.2542 2.4413 -0.2689 -1.2356 0.6774 -0.0703
H -2.0986 1.6162 -2.2422 -0.2356 1.3546 -0.9804
H -1.6288 -2.0970 1.4738 -0.7079 0.6713 0.1322
H -3.0827 -1.0954 0.6605 0.8586 -0.8906 1.2151
H -2.1691 1.0382 1.6990 -2.0799 1.8976 -0.5183
H -1.6483 -0.1416 2.8397 -0.3875 -0.2650 3.5477
H 2.4732 1.3394 0.2138 0.4918 -1.2058 0.3292
H 3.2879 0.1257 -0.9288 -0.6366 0.0186 1.1674
H 2.7718 -1.8254 0.8686 -0.4540 1.0576 -0.1282
H 1.9806 -0.4098 1.9251 0.3468 -1.4128 -2.0138
H 0.7984 -0.9528 -2.3483 -0.6145 -0.9801 2.1250
H 1.3603 -2.3287 -1.3653 0.0548 -0.9792 0.0550
```
Forces are in eV/Å.

Energy relative to the best compared isomer or geometry (same formula, charge and spin) (kJ/mol): 332.1
Lowest unoccupied orbital energy (eV): -4.8
Molar mass (g mol⁻¹): 193.23
2S+1: 1
Charge: +1
Energy (eV): -17645.28613
Kohn-Sham gap (Ha): 0.3358
Structure (SMILES): C=[N+]1C=N[C@]23CCO[C@]12C1(CC1)CO3

3.
DFT (ωB97M-V/def2-TZVPD) results for a molecular structure, C10H13N2O6V.

XYZ file:
```
32
Properties=species:S:1:pos:R:3:forces:R:3
O 0.2138 4.1678 -5.8451 0.0140 -2.0622 1.5730
C 0.5012 3.5356 -4.9307 0.5979 1.4298 -0.1398
V -0.0001 -0.1642 -2.4256 0.0174 0.4069 1.8278
O 0.0850 2.4232 -0.8072 -0.3509 -3.5937 -0.4959
C -0.0260 1.3295 -1.2026 0.2477 5.8074 0.9713
C -0.2702 -2.0324 -2.3520 -0.7283 -7.7020 -1.4196
O -0.3932 -3.1985 -2.4250 0.3969 4.8320 0.6404
C 1.7872 -0.0440 -2.9953 5.8147 0.1521 -0.0382
O 2.9471 0.0868 -3.0472 -3.3921 -0.2810 -0.3173
C -1.6527 0.1526 -3.3032 -5.7408 0.7993 -1.0889
O -2.7855 0.2883 -3.5615 3.6241 -0.4093 0.3944
H 0.5746 2.6202 -4.1348 -0.6846 0.2569 -1.1688
C 2.1649 -1.3394 0.8480 0.0803 -0.0918 -0.5817
N 1.0863 -0.8718 1.7070 -0.8886 -0.0896 -0.5292
C 1.3960 -0.7217 3.0991 0.0537 0.2688 0.9201
C -0.1567 -0.7472 1.1561 0.1443 0.0450 -0.3817
O -0.3250 -1.1884 -0.0099 0.3955 0.4049 -1.2304
N -1.2298 -0.1395 1.7317 0.9050 -0.5876 -0.1887
C -1.2972 0.3518 3.0800 0.1574 0.2700 0.8588
C -2.3896 0.0756 0.8927 -0.2854 -0.1926 -0.3736
H 2.9938 -1.6665 1.4831 -0.2134 0.0483 -0.3165
H 2.5210 -0.5356 0.1839 0.0037 -0.0993 0.2192
H 1.8443 -2.1580 0.1955 0.0476 0.0445 0.3251
H 1.3473 0.3294 3.4048 0.2879 -0.2898 0.1202
H 0.7072 -1.3003 3.7274 0.4153 0.0583 -0.0991
H 2.4144 -1.0976 3.2295 -0.3415 0.1847 0.3267
H -0.5484 1.1383 3.2633 -0.4713 -0.1687 0.0389
H -2.3017 0.7674 3.1981 0.3876 -0.0130 0.3063
H -1.1505 -0.4631 3.8076 -0.2570 0.4937 -0.1870
H -2.2319 0.9255 0.2191 -0.1665 0.0298 0.1104
H -2.5845 -0.7981 0.2699 -0.1020 0.0772 0.1854
H -3.2413 0.2744 1.5433 0.0316 -0.0290 -0.2615
```
Forces are in eV/Å.

Energy relative to the best compared isomer or geometry (same formula, charge and spin) (kJ/mol): 0.0
Lowest unoccupied orbital energy (alpha / beta) (eV): -6.0 / -5.2
Molar mass (g mol⁻¹): 308.17
2S+1: 4
Charge: +1
Energy (eV): -51521.04199
Kohn-Sham gap (alpha / beta) (Ha): 0.1651 / 0.2460

4.
DFT (ωB97M-V/def2-TZVPD) results for a molecular structure, C10H13N3O3RhS2Se.

XYZ file:
```
33
Properties=species:S:1:pos:R:3:forces:R:3
Rh 0.2761 -0.6139 -0.6644 -0.6351 -0.2189 1.1416
C -2.3162 -2.1714 2.6015 0.1355 -0.0564 0.0261
C -1.3660 -1.0646 2.1912 -0.5825 0.5936 -0.3361
C -0.9015 -0.2344 3.3807 0.1236 -0.1484 0.0144
O -0.1986 -1.5938 1.5465 0.1825 -0.1597 -0.1908
C -2.0853 -0.0653 1.2064 0.1228 -0.9091 1.1045
O -3.2432 0.2300 1.4259 0.2565 0.2066 -0.2948
O -1.3174 0.4121 0.2874 0.3309 0.1432 -0.9808
H -1.8678 -2.7843 3.3875 -0.0139 -0.0071 -0.0350
H -2.5664 -2.8059 1.7473 -0.0204 0.0100 0.0039
H -3.2378 -1.7299 2.9715 -0.0150 -0.0118 0.0022
H -0.4108 -0.8793 4.1128 -0.0102 0.0264 -0.0154
H -1.7545 0.2562 3.8468 -0.0089 0.0185 -0.0118
H -0.1848 0.5190 3.0514 -0.0197 0.0132 0.0078
H -0.3065 -2.5396 1.4021 0.0200 -0.0806 0.0590
C -0.2920 2.9920 -1.2528 -0.1746 0.0594 0.1395
N 0.7027 2.2104 -1.9551 0.3854 0.2289 -0.1659
C 1.8220 2.6982 -2.5376 -0.1894 0.0858 0.3121
C 2.4253 1.6984 -3.2501 -0.0049 -0.3189 -0.1165
N 1.6747 0.5840 -3.1100 0.2356 0.3769 -0.1883
C 0.5144 0.8382 -2.3149 -0.9795 -0.3426 -0.5950
S -1.0330 0.4744 -3.1830 0.4443 0.2304 0.0943
H 0.1669 3.9102 -0.8931 0.0389 -0.0170 -0.0275
H -0.6921 2.4207 -0.4176 0.0376 -0.0495 -0.0037
H -1.1222 3.2310 -1.9195 0.0361 -0.0029 -0.0220
H 2.1348 3.7183 -2.3937 0.0087 -0.0019 -0.0598
H 3.3249 1.7261 -3.8396 0.0087 0.0115 0.0338
H 1.7987 -0.2815 -3.6062 0.0415 -0.0808 0.0919
Se 2.5465 -0.3255 0.3015 0.1697 0.5791 -0.2135
C 2.7712 -2.0482 0.8135 0.0852 -0.5675 0.3001
N 2.9150 -3.1470 1.1402 -0.0272 0.0430 -0.0649
S 1.2834 -3.2735 -2.5386 -0.3586 0.2430 0.4575
C 0.5397 -2.3610 -1.5383 0.3761 0.1036 -0.4668
```
Forces are in eV/Å.

Energy relative to the best compared isomer or geometry (same formula, charge and spin) (kJ/mol): 256.3
Lowest unoccupied orbital energy (alpha / beta) (eV): -0.6 / -3.0
Molar mass (g mol⁻¹): 469.23
2S+1: 6
Charge: 0
Energy (eV): -111213.54553
Kohn-Sham gap (alpha / beta) (Ha): 0.2195 / 0.2104